(1)
C17H15ClN2O3 | the ωB97M-V functional and the def2-TZVPD basis

The calculated total energy comes out at -39518.372 eV. The largest force on an atom is 0.6 eV/A. The highest occupied orbital energy comes out at -9.31 eV.

Geometry as XYZ:
```
38
C17H15ClN2O3, DFT the ωB97M-V functional and the def2-TZVPD basis
O -1.1727 -0.5308 1.0385
C -1.8452 0.3894 0.6546
O -1.3542 1.6330 0.4778
C 0.0556 1.7087 0.4975
C 0.5867 1.0062 -0.7675
O -0.1918 0.5383 -1.5720
N 1.9217 0.9656 -0.9241
C 2.4801 0.2455 -2.0519
C 3.1460 -1.0275 -1.5401
C 4.1340 -0.6990 -0.4571
C 5.1696 -1.5759 -0.1553
C 6.0779 -1.2865 0.8446
C 5.9611 -0.1055 1.5593
C 4.9343 0.7718 1.2683
C 4.0158 0.4838 0.2658
C 2.9216 1.4867 -0.0254
C -3.3020 0.3439 0.3738
C -4.0477 1.5188 0.2923
C -5.4052 1.4569 0.0323
C -5.9782 0.2056 -0.1394
N -5.2869 -0.9167 -0.0780
C -3.9930 -0.8602 0.1668
Cl -3.1930 -2.3656 0.1970
H 0.3041 2.7711 0.4994
H 0.4396 1.2087 1.3944
H 3.2145 0.8871 -2.5503
H 1.6670 0.0164 -2.7413
H 2.3754 -1.6900 -1.1343
H 3.6405 -1.5524 -2.3589
H 5.2582 -2.4948 -0.7166
H 6.8768 -1.9779 1.0661
H 6.6668 0.1298 2.3415
H 4.8384 1.6945 1.8233
H 3.3807 2.3774 -0.4845
H 2.4678 1.8003 0.9146
H -3.5514 2.4654 0.4384
H -6.0010 2.3530 -0.0333
H -7.0348 0.0858 -0.3369
```

Okay, here come the natural (NBO) numbers, in e, for every atom: -0.5704 0.8040 -0.5014 -0.1781 0.6693 -0.6182 -0.4300 -0.2183 -0.4328 -0.0098 -0.1893 -0.2067 -0.2118 -0.1920 -0.0486 -0.2267 -0.2320 -0.1098 -0.2732 0.0691 -0.4282 0.2186 0.0662 0.2142 0.2194 0.1903 0.2523 0.2289 0.2196 0.2103 0.2147 0.2144 0.2062 0.2014 0.2182 0.2371 0.2245 0.1988

=====

(2)
C4H8O2 | the ωB97M-V functional and the def2-TZVPD basis

The calculated total energy comes out at -8367.579 eV. The largest force on an atom is 2.7 eV/A. The highest occupied orbital energy comes out at -9.06 eV.

Geometry as XYZ:
```
14
C4H8O2, DFT the ωB97M-V functional and the def2-TZVPD basis
C 0.4606 0.2720 0.4758
C 0.8897 -1.0746 0.9836
C -0.5266 0.4546 -0.4902
C -1.3305 0.5174 -1.5099
O -1.4249 0.2855 1.1640
O 1.3910 0.5665 -1.1154
H -1.5195 1.1838 1.5097
H 1.5736 -0.3031 -1.4980
H 0.8276 1.1528 0.9870
H 0.4782 -1.8752 0.3708
H 0.5294 -1.1978 2.0035
H 1.9780 -1.1319 0.9735
H -2.3980 0.5369 -1.3465
H -0.9286 0.6131 -2.5079
```

Okay, here come the natural (NBO) numbers, in e, for every atom: 0.1083 -0.6360 0.3829 -0.4369 -0.8946 -0.8767 0.4494 0.4459 0.2410 0.2243 0.2507 0.2341 0.2549 0.2528

=====

no.,Kohn-Sham gap (eV)
1,9.67
2,9.93